Entry from the OMol25 dataset: a cluster of 2 separate species, CH3P3 in total at a distorted geometry (ωB97M-V/def2-TZVPD).

```
! wB97M-V def2-TZVPD RIJCOSX def2/J DEFGRID3
* xyz 0 1
P 1.445 -2.719 -0.265
P 1.439 1.716 0.555
P 2.654 0.184 0.121
C 0.200 -1.949 -0.858
H 2.739 -0.309 -1.149
H 3.951 0.725 0.088
H -0.594 -1.401 -1.237
*
```

Molecular weight   108.0 Da
Orbital gap (spin up / spin down)   6.49 / 6.55 eV
SMILES string   P#[PH2].C#P
Energy above the lowest of the compared OMol25 structures with the same formula, charge and spin   264.52 kJ/mol
E_HOMO (spin up / spin down)   -8.04 / -8.11 eV
Energy   -28946.822 eV
Strongest force on any atom   4.6 eV/Å

Entry from the OMol25 dataset: a structure of composition C28H19Cl2N3OPdS (ωB97M-V/def2-TZVPD).

```
! wB97M-V def2-TZVPD RIJCOSX def2/J DEFGRID3
* xyz 0 3
Pd -0.757 -0.034 -1.179
Cl 2.219 -5.246 -4.879
Cl 4.068 -1.295 -1.748
S 0.400 -0.631 1.852
O 1.202 -0.680 -1.317
N -3.444 6.493 -3.495
N -0.972 -0.388 1.076
N -0.913 -1.954 -2.446
C 1.898 -3.888 -3.842
C -1.651 2.039 -3.098
C -0.575 -4.162 -4.095
C 3.077 2.126 3.132
C 0.161 -2.254 4.012
C -2.493 4.243 -2.657
C 2.938 -3.203 -3.285
C 0.562 -3.505 -3.579
C -1.824 -3.714 -3.770
C 2.841 3.194 2.273
C -0.023 -0.958 3.555
C 2.320 0.973 3.033
C -3.020 5.491 -3.124
C -0.216 -2.579 5.309
C -1.464 1.805 -1.732
C -1.808 2.827 -0.843
C 0.344 -2.392 -2.737
C 1.318 0.900 2.071
C -1.948 -2.591 -2.935
C -0.961 -0.315 5.660
C -0.583 0.017 4.372
C 1.087 1.949 1.201
C -2.319 4.036 -1.290
C 1.429 -1.667 -2.124
C -0.777 -1.612 6.127
C 1.852 3.104 1.308
C -2.158 3.241 -3.564
C 2.708 -2.108 -2.439
H -0.072 -3.586 5.675
H -2.296 3.411 -4.624
H -0.704 1.028 4.004
H 0.331 1.856 0.431
H -1.689 2.688 0.227
H 3.855 2.194 3.880
H -1.396 0.437 6.305
H -1.072 -1.865 7.137
H -2.926 -2.206 -2.671
H -2.586 4.819 -0.593
H -2.712 -4.203 -4.145
H 1.673 3.924 0.626
H 0.595 -2.999 3.358
H 3.958 -3.499 -3.488
H 3.437 4.093 2.355
H -1.394 1.270 -3.820
H 2.502 0.141 3.702
H -0.439 -5.018 -4.741
H -1.584 0.254 1.577
*
```

Molecular weight   622.9 Da
Orbital gap (spin up / spin down)   7.43 / 6.55 eV
E_HOMO (spin up / spin down)   -7.46 / -7.59 eV
Energy   -75219.290 eV
Strongest force on any atom   0.7 eV/Å

Entry from the OMol25 dataset: a cluster of 9 separate species, C34H35N9O8 in total at a distorted geometry (ωB97M-V/def2-TZVPD).

```
! wB97M-V def2-TZVPD RIJCOSX def2/J DEFGRID3
* xyz 0 1
O -1.573 5.999 0.008
O 1.609 -1.191 -1.615
O 7.995 -2.940 1.584
O -7.079 1.115 1.274
O -3.075 4.793 -0.899
O 6.170 -4.099 1.687
O 3.387 -1.524 -2.794
O -8.270 2.695 0.515
N -1.219 0.108 5.755
N -0.603 -0.287 -5.036
N 3.925 1.437 -4.490
N 0.306 0.316 2.049
N 6.799 -3.073 1.667
N -7.389 1.885 0.367
N -2.318 5.052 0.056
N -3.305 -0.507 0.531
N 2.536 -1.892 -2.017
C 5.761 0.538 2.348
C -6.347 2.914 -3.072
C -2.188 -1.649 2.647
C -3.406 3.260 1.266
C 3.396 -4.185 -2.203
C 3.334 -5.565 -1.842
C -0.258 -0.616 -6.084
C -6.614 1.948 -0.912
C 6.536 -0.661 2.274
C 2.418 -5.961 -0.825
C 0.325 -0.970 -7.416
C -0.494 0.815 -0.423
C 3.896 -0.787 1.498
C 1.756 -3.644 -0.518
C 3.980 1.620 -3.343
C -3.624 2.556 2.429
C 3.975 1.721 -1.893
C 2.595 -3.297 -1.496
C -1.488 4.309 2.268
C -1.619 3.414 3.346
C 4.679 -1.896 1.388
C 6.012 -1.829 1.756
C -0.462 -0.623 5.380
C -5.426 1.283 -1.050
C -2.679 2.545 3.436
C 0.594 -1.640 5.040
C -4.664 1.399 -2.217
C 1.685 -4.962 -0.189
C 4.416 0.441 1.932
C -2.776 -1.063 1.401
C -7.091 2.767 -1.927
C -5.162 2.181 -3.249
C -2.355 4.133 1.215
C 0.001 0.498 0.949
H -3.021 -1.838 3.345
H 6.154 1.438 2.719
H 2.814 -0.890 1.293
H 2.414 -6.988 -0.451
H -6.767 3.563 -3.784
H 0.939 -5.286 0.567
H -1.043 1.728 -0.293
H -4.088 3.247 0.453
H 3.910 -6.335 -2.343
H 0.961 -1.545 4.022
H 3.861 1.381 1.936
H -0.838 3.383 4.141
H 4.595 0.973 -1.424
H -3.781 0.767 -2.304
H 4.231 -2.808 1.003
H -5.081 0.653 -0.237
H -1.432 -0.981 3.094
H -7.990 3.365 -1.756
H 7.589 -0.530 2.526
H 2.957 1.601 -1.532
H -0.096 -0.318 -8.190
H 1.321 -1.583 5.899
H 0.300 0.967 -1.144
H -2.831 1.975 4.314
H 1.150 -2.888 -0.053
H -0.686 5.068 2.217
H -1.161 -0.015 -0.702
H 0.170 -2.039 -7.691
H 1.381 -0.789 -7.339
H 0.191 -2.636 5.099
H -1.782 -2.620 2.338
H -4.532 1.942 2.531
H 3.979 -3.783 -3.030
H -4.672 2.222 -4.217
H 4.278 2.713 -1.562
*
```

Molecular weight   697.7 Da
Orbital gap   8.85 eV
SMILES string   O=[N+]([O-])c1ccccc1.O=[N+]([O-])c1ccccc1.O=[N+]([O-])c1ccccc1.O=[N+]([O-])c1ccccc1.CC#N.CC#N.CC#N.CC#N.CC#N
Energy above the lowest of the compared OMol25 structures with the same formula, charge and spin   128.22 kJ/mol
E_HOMO   -9.71 eV
Energy   -65603.225 eV
Strongest force on any atom   5.5 eV/Å

Entry from the OMol25 dataset: a structure of composition C31H18Br2HgI2N7OS2 (ωB97M-V/def2-TZVPD).

```
! wB97M-V def2-TZVPD RIJCOSX def2/J DEFGRID3
* xyz -2 2
Hg -0.206 -0.171 0.237
I 3.070 -3.113 -3.512
I 6.184 1.888 -4.248
Br -4.982 -2.256 -4.539
Br -4.951 4.942 -1.605
S -1.869 -0.132 2.259
S 1.554 0.356 2.035
O 1.356 -1.092 -1.623
N -2.208 2.481 7.766
N 1.658 1.529 -1.112
N 0.211 -2.807 0.728
N -1.691 1.775 -0.582
N 1.879 3.013 7.513
N -1.680 -0.738 -1.617
N 0.578 -4.953 0.386
C -1.523 1.116 4.620
C 2.825 3.589 -1.348
C -1.610 2.158 6.836
C 2.555 0.933 -1.926
C -2.527 -2.451 -3.086
C 4.367 -0.399 -3.592
C 4.549 0.934 -3.342
C 1.783 2.798 -0.829
C 0.543 0.849 3.369
C 3.748 3.012 -2.172
C -2.666 3.947 -0.215
C -2.699 0.116 -1.976
C -0.497 -3.533 1.659
C 0.523 1.907 5.590
C -0.863 1.723 5.675
C -3.641 3.626 -1.165
C 1.272 2.529 6.662
C -0.875 0.642 3.465
C -3.613 -1.608 -3.378
C -3.726 -0.360 -2.851
C 1.184 1.481 4.450
C -0.281 -4.868 1.467
C 3.646 1.640 -2.500
C 0.830 -3.681 -0.020
C 2.329 -0.502 -2.155
C -2.690 1.440 -1.450
C -1.608 -1.938 -2.180
C 3.296 -1.095 -3.015
C 1.079 -6.158 -0.240
C -3.684 2.415 -1.786
C -1.721 2.953 0.015
H 2.886 4.641 -1.092
H 1.460 -6.848 0.512
H -2.649 4.889 0.311
H 1.893 -5.888 -0.909
H -0.648 -5.746 1.978
H 0.300 -6.655 -0.818
H -2.595 0.985 4.687
H -1.110 -3.033 2.397
H -4.448 2.210 -2.520
H 5.053 -0.925 -4.241
H 1.483 -3.437 -0.850
H -0.944 3.127 0.757
H -2.413 -3.433 -3.522
H 4.557 3.597 -2.591
H -4.585 0.249 -3.086
H -0.745 -2.533 -1.900
H 2.254 1.636 4.384
H 1.040 3.227 -0.167
*
```

Molecular weight   1182.9 Da
Orbital gap (spin up / spin down)   3.94 / 5.56 eV
Energy above the lowest of the compared OMol25 structures with the same formula, charge and spin   68.47 kJ/mol
E_HOMO (spin up / spin down)   -0.62 / -2.24 eV
Energy   -227052.061 eV
Strongest force on any atom   0.6 eV/Å

Entry from the OMol25 dataset: a cluster of 2 separate species, C4H11N2 in total at a distorted geometry (ωB97M-V/def2-TZVPD).

```
! wB97M-V def2-TZVPD RIJCOSX def2/J DEFGRID3
* xyz 1 3
N -0.340 -1.338 -0.288
N 0.509 0.917 0.434
C 2.298 -0.003 0.464
C -0.587 0.130 -0.007
C 0.055 1.099 -0.923
C -1.952 0.360 0.581
H -2.723 0.225 -0.177
H 0.652 0.741 -1.752
H -0.841 -1.650 -1.129
H -2.007 1.384 0.943
H 2.180 -0.726 1.252
H -0.440 2.042 -1.123
H 0.676 -1.487 -0.400
H -0.669 -1.893 0.513
H 2.445 -0.353 -0.543
H 2.890 0.854 0.731
H -2.147 -0.302 1.422
*
```

Molecular weight   87.1 Da
Orbital gap (spin up / spin down)   6.50 / 8.62 eV
Energy above the lowest of the compared OMol25 structures with the same formula, charge and spin   264.92 kJ/mol
E_HOMO (spin up / spin down)   -10.21 / -15.20 eV
Energy   -7293.426 eV
Strongest force on any atom   4.2 eV/Å

Entry from the OMol25 dataset: a cluster of 3 separate species, C19H47BN3O8 in total at a distorted geometry (ωB97M-V/def2-TZVPD).

```
! wB97M-V def2-TZVPD RIJCOSX def2/J DEFGRID3
* xyz 1 1
O -0.462 1.882 1.376
O 1.450 3.236 1.279
O 0.670 -1.371 -2.734
O 1.253 -0.301 3.972
O -1.644 -1.241 -6.657
O 3.028 -3.467 6.798
O -1.365 -0.626 1.377
O 1.527 1.263 0.048
N -2.637 1.316 1.424
N 0.765 0.074 -5.509
N 3.180 -2.587 3.794
C 3.553 -3.856 4.417
C -0.531 -1.917 -3.256
C -0.494 -0.849 -7.401
C 1.819 -0.096 -4.513
C 0.754 -0.948 -6.551
C 1.774 -1.338 -3.630
C -2.550 -0.188 -6.395
C 2.237 0.710 4.103
C 2.798 -4.289 5.669
C -1.359 0.019 0.109
C -3.074 3.272 -0.521
C -3.063 4.327 0.594
C -3.759 5.611 0.188
C -1.782 2.466 -0.651
C -1.447 1.497 0.482
C -2.180 0.097 2.230
C 2.194 -2.332 6.910
C 1.826 -2.552 3.257
C 1.437 -1.152 2.836
B 0.843 2.113 0.871
H -0.503 -0.248 -0.488
H -2.130 0.545 -5.696
H 2.083 -2.105 7.970
H -1.078 -2.361 -2.421
H -3.125 6.220 -0.439
H -3.956 2.646 -0.469
H 2.642 -1.455 6.431
H 1.633 -0.817 -7.188
H -1.868 1.879 -1.560
H -3.440 -0.626 -5.947
H 1.721 -4.405 5.493
H -3.042 -0.495 2.531
H -3.177 3.807 -1.457
H -2.841 0.322 -7.317
H -0.399 -1.543 -8.239
H 1.178 1.302 -0.859
H 3.173 -5.278 5.944
H -2.784 2.074 2.088
H -2.052 4.514 0.940
H 3.469 -4.647 3.666
H -3.623 3.943 1.446
H -1.728 0.425 3.160
H 2.665 -1.321 -2.998
H 1.822 -2.267 -4.206
H 0.837 3.749 1.833
H -1.162 -1.131 -3.683
H 0.472 -1.192 2.326
H -4.704 5.402 -0.294
H 2.173 -0.734 2.143
H -3.466 0.975 0.949
H 1.927 1.369 4.913
H -0.129 0.065 -5.037
H 0.787 -1.963 -6.133
H -2.253 -0.298 -0.434
H -0.612 0.157 -7.811
H 1.201 -2.511 6.488
H 1.783 0.779 -3.857
H 3.279 -1.852 4.482
H 2.328 1.302 3.186
H 1.082 -2.897 3.989
H 4.610 -3.782 4.679
H 3.216 0.293 4.353
H -0.368 -2.692 -4.006
H 1.774 -3.211 2.385
H 2.786 -0.065 -5.021
H -0.979 3.175 -0.826
H -3.981 6.181 1.079
*
```

Molecular weight   456.4 Da
Orbital gap   7.26 eV
Energy above the lowest of the compared OMol25 structures with the same formula, charge and spin   69.94 kJ/mol
E_HOMO   -10.31 eV
Energy   -41985.617 eV
Strongest force on any atom   1.9 eV/Å

Entry from the OMol25 dataset: the molecule C5H8N2 at a distorted geometry (ωB97M-V/def2-TZVPD).

```
! wB97M-V def2-TZVPD RIJCOSX def2/J DEFGRID3
* xyz 0 1
N -1.305 1.380 -0.451
N -0.189 -0.496 -0.239
C -1.272 -1.157 0.492
C 1.225 1.261 0.049
C 1.963 0.014 0.006
C -0.073 0.899 -0.073
C 1.100 -1.012 -0.178
H 1.629 2.264 -0.014
H 1.239 -2.082 -0.129
H -1.459 2.387 -0.438
H 3.031 -0.083 0.106
H -1.073 -1.072 1.566
H -1.262 0.576 -1.175
H -2.229 -0.672 0.279
H -1.325 -2.207 0.200
*
```

Molecular weight   96.1 Da
Orbital gap   8.43 eV
SMILES string   Cn1cccc1N
Energy above the lowest of the compared OMol25 structures with the same formula, charge and spin   209.67 kJ/mol
E_HOMO   -7.39 eV
Energy   -8292.823 eV
Strongest force on any atom   4.0 eV/Å